(1)
{"formula": "C14H26N2O10PSeTi", "method": "the ωB97M-V functional and the def2-TZVPD basis", "de_lowest_kcal_mol": 7.1, "charge": 1, "e_homo_ev": [-11.64, -11.64], "elements": ["Ti", "C", "O", "C", "C", "O", "C", "C", "O", "C", "H", "H", "H", "H", "H", "H", "H", "H", "H", "H", "H", "H", "H", "H", "O", "C", "O", "C", "C", "N", "N", "C", "C", "O", "O", "H", "H", "H", "Se", "C", "O", "P", "O", "C", "O", "C", "H", "H", "H", "H", "H", "H", "H", "H", "H"], "coordinates": [[0.688, 0.632, 0.163], [-0.069, 1.329, 3.224], [0.367, 1.857, 1.952], [1.341, 2.893, 2.126], [1.594, 3.541, 0.761], [0.843, 2.788, -0.198], [0.965, 3.204, -1.569], [1.698, 2.130, -2.322], [1.013, 0.905, -2.024], [1.526, -0.205, -2.787], [0.746, 0.773, 3.689], [-0.898, 0.658, 3.030], [-0.383, 2.167, 3.846], [2.253, 2.438, 2.522], [0.948, 3.620, 2.840], [2.655, 3.492, 0.502], [1.242, 4.573, 0.727], [1.490, 4.159, -1.623], [-0.051, 3.327, -1.948], [2.742, 2.034, -2.005], [1.646, 2.313, -3.398], [1.550, 0.080, -3.838], [0.843, -1.034, -2.628], [2.521, -0.462, -2.415], [1.216, -4.236, 3.766], [1.521, -4.893, 2.650], [1.827, -6.054, 2.652], [1.362, -4.171, 1.351], [1.690, -4.791, 0.169], [1.433, -3.911, -0.816], [0.959, -2.747, -0.371], [0.914, -2.892, 0.947], [0.462, -1.789, 1.808], [0.487, -1.852, 3.018], [-0.031, -0.718, 1.190], [0.920, -3.324, 3.558], [2.074, -5.781, -0.005], [1.570, -4.042, -1.804], [2.879, 0.294, 0.488], [-2.512, 2.145, -0.167], [-1.463, 1.203, -0.458], [-1.643, -0.196, -1.334], [-2.121, 0.353, -2.754], [-3.450, 0.266, -3.312], [-3.022, -0.806, -0.813], [-3.155, -1.639, 0.354], [-2.121, 2.840, 0.571], [-3.377, 1.618, 0.234], [-2.780, 2.678, -1.079], [-4.115, 0.963, -2.805], [-3.835, -0.745, -3.221], [-3.351, 0.538, -4.359], [-3.310, -2.665, 0.029], [-4.028, -1.288, 0.899], [-2.271, -1.570, 0.985]], "mulliken_charge": [0.1418, -0.9263, 0.3216, -0.6754, -0.6136, 0.0215, -0.7706, -0.6464, 0.5093, -0.9262, 0.3026, 0.1678, 0.3799, 0.3993, 0.4413, 0.3578, 0.4609, 0.5900, 0.1745, 0.3631, 0.4654, 0.3512, 0.1826, 0.3162, -0.5512, 0.4639, -0.5718, 0.2013, -0.6425, -0.1730, 0.0736, -0.1221, 0.6271, -0.8241, 0.4713, 0.4440, 0.5496, 0.1645, -0.2361, -1.0679, -0.0075, 0.3662, -0.2441, -0.7189, -0.4487, -0.3693, 0.2937, 0.3523, 0.2790, 0.2930, 0.2956, 0.2476, 0.2706, 0.3029, -0.1074]}

=====

(2)
{"formula": "C14H26N2O3", "method": "the ωB97M-V functional and the def2-TZVPD basis", "de_lowest_kcal_mol": 0.0, "smiles": "CC[C@@H](C)[C@H](NC(=O)N1CCC(C)CC1)C(=O)OC", "e_homo_ev": -8.91, "elements": ["C", "H", "C", "H", "C", "C", "H", "H", "H", "H", "C", "N", "C", "O", "N", "C", "H", "C", "H", "H", "C", "C", "H", "H", "H", "C", "H", "C", "H", "H", "H", "H", "H", "H", "C", "O", "O", "C", "H", "H", "H", "H", "H", "H", "H"], "coordinates": [[-3.958, -0.186, -0.598], [-4.638, -1.023, -0.740], [-3.380, -0.219, 0.812], [-2.731, -1.090, 0.913], [-2.583, 1.037, 1.178], [-2.148, 0.976, 2.642], [-3.018, 0.919, 3.292], [-1.574, 1.859, 2.917], [-1.532, 0.097, 2.815], [-3.215, 1.918, 1.027], [-1.355, 1.203, 0.255], [-0.445, 0.085, 0.348], [-0.158, -0.619, -0.804], [-0.801, -0.472, -1.831], [0.836, -1.539, -0.694], [1.628, -1.728, 0.504], [2.301, -0.873, 0.667], [2.448, -3.010, 0.394], [1.759, -3.848, 0.279], [2.996, -3.159, 1.326], [3.428, -2.972, -0.789], [4.772, -2.373, -0.382], [5.437, -2.320, -1.241], [5.249, -2.983, 0.382], [4.642, -1.368, 0.013], [2.812, -2.176, -1.951], [3.155, -2.573, -2.907], [1.290, -2.220, -1.891], [0.841, -1.704, -2.742], [0.936, -3.258, -1.898], [3.127, -1.133, -1.892], [3.601, -4.003, -1.116], [0.958, -1.807, 1.368], [0.318, 0.256, 0.988], [-0.609, 2.481, 0.590], [0.525, 2.512, 1.002], [-1.354, 3.565, 0.382], [-0.743, 4.815, 0.676], [0.161, 4.944, 0.079], [-0.476, 4.867, 1.734], [-1.477, 5.577, 0.429], [-1.700, 1.267, -0.784], [-4.194, -0.321, 1.533], [-4.511, 0.736, -0.767], [-3.169, -0.267, -1.341]], "mulliken_charge": [-1.2097, 0.4077, -0.5887, 0.2324, 0.1516, -1.5481, 0.4430, 0.3862, 0.2675, 0.4604, -0.4671, 0.1062, 0.3976, -0.7357, 0.1995, -0.6312, 0.3488, -1.1908, 0.3765, 0.4451, 0.6410, -1.6270, 0.4152, 0.4225, 0.3220, -0.9268, 0.4392, -0.9212, 0.4700, 0.2786, 0.2750, 0.2974, 0.4873, 0.4351, 0.1961, -0.6081, -0.2848, -0.7239, 0.3156, 0.3078, 0.2424, 0.7217, 0.4180, 0.2894, 0.2665]}

=====

(3)
{"formula": "C14H26N3OS", "method": "the ωB97M-V functional and the def2-TZVPD basis", "charge": -1, "e_homo_ev": -1.66, "elements": ["C", "C", "C", "C", "C", "C", "C", "C", "C", "C", "N", "C", "C", "S", "C", "N", "N", "C", "O", "H", "H", "H", "H", "H", "H", "H", "H", "H", "H", "H", "H", "H", "H", "H", "H", "H", "H", "H", "H", "H", "H", "H", "H", "H", "H"], "coordinates": [[-1.755, 3.732, -0.998], [-1.989, 2.611, -2.002], [-2.860, 1.489, -1.427], [-2.694, 0.169, -2.185], [-2.046, -0.950, -1.352], [-0.732, -0.491, -0.694], [0.459, -1.458, -0.901], [1.764, -0.756, -1.341], [3.001, -1.179, -0.557], [3.560, -0.036, 0.353], [2.570, 0.855, 0.888], [2.359, 0.669, 2.292], [0.851, 0.850, 2.569], [0.216, -0.264, 3.897], [0.140, -1.817, 3.116], [1.054, -2.638, 2.786], [0.415, -3.745, 2.227], [-0.825, -3.499, 2.268], [-1.108, -2.296, 2.811], [-1.593, 4.691, -1.482], [-0.869, 3.539, -0.401], [-2.619, 3.808, -0.344], [-1.046, 2.180, -2.323], [-2.454, 3.000, -2.907], [-3.892, 1.836, -1.439], [-2.580, 1.382, -0.382], [-3.630, -0.205, -2.600], [-2.036, 0.351, -3.034], [-2.769, -1.255, -0.596], [-1.898, -1.813, -1.998], [-0.418, 0.476, -1.063], [-0.921, -0.434, 0.369], [0.668, -1.913, 0.064], [0.219, -2.261, -1.595], [1.648, 0.321, -1.343], [1.927, -1.054, -2.382], [2.818, -2.048, 0.073], [3.794, -1.414, -1.271], [4.207, -0.482, 1.124], [4.246, 0.545, -0.297], [2.677, -0.315, 2.655], [2.859, 1.463, 2.895], [0.297, 0.643, 1.663], [0.606, 1.844, 2.930], [-1.619, -4.133, 1.931]], "mulliken_charge": [-1.3260, -0.3263, -0.6682, -0.9870, -1.0275, 0.1513, 0.5227, -1.0545, -0.6975, -0.9180, -0.6924, -0.4444, 0.2910, -0.3154, 0.4814, -0.1999, -0.4742, 0.0281, -0.2795, 0.3824, 0.2779, 0.3266, 0.2706, 0.4297, 0.4482, 0.3979, 0.3878, 0.3493, 0.3531, 0.4298, -0.0465, 0.0223, -0.6861, 0.5337, 0.4428, 0.3437, 0.2809, 0.4690, 0.4109, 0.3578, 0.4480, 0.0444, -0.5581, 0.3882, 0.4320]}

=====

(4)
{"formula": "C14H26N4O11P2SSb2W", "method": "the ωB97M-V functional and the def2-TZVPD basis", "de_lowest_kcal_mol": 0.0, "e_homo_ev": [-7.91, -7.91], "elements": ["W", "O", "S", "O", "O", "O", "O", "P", "O", "O", "O", "P", "O", "O", "O", "H", "H", "C", "Sb", "C", "C", "C", "C", "C", "C", "C", "C", "C", "Sb", "C", "C", "H", "H", "H", "H", "H", "H", "H", "H", "H", "H", "H", "H", "H", "H", "H", "H", "H", "H", "H", "H", "N", "C", "N", "N", "C", "N", "H", "H", "H", "H"], "coordinates": [[-1.485, 0.681, 0.779], [-3.942, 3.515, 1.159], [-2.727, 2.993, 1.665], [-2.045, 3.703, 2.703], [-1.717, 2.670, 0.500], [-2.839, 1.480, 2.030], [-5.142, -1.797, -0.180], [-4.166, -0.580, -0.439], [-3.038, -0.670, 0.602], [-4.829, 0.712, -0.676], [-3.424, -1.108, -1.794], [-2.449, -0.010, -2.469], [-3.398, 1.051, -3.132], [-1.561, -0.665, -3.450], [-1.727, 0.676, -1.292], [-5.942, -1.526, 0.287], [-4.064, 1.336, -2.467], [1.178, 3.561, 2.324], [0.290, 1.672, 2.910], [-1.283, -0.686, 2.525], [2.176, 0.521, 2.887], [2.505, -0.488, 1.840], [2.454, -1.848, 2.145], [2.796, -2.813, 1.212], [3.217, -2.429, -0.053], [3.268, -1.083, -0.373], [2.905, -0.106, 0.552], [2.850, 1.332, 0.145], [0.831, 1.672, -0.519], [1.121, 0.761, -2.407], [0.710, 3.707, -1.082], [1.744, 3.864, 3.208], [0.375, 4.278, 2.174], [1.859, 3.578, 1.476], [-1.820, -0.253, 3.367], [-0.272, -0.964, 2.834], [-1.795, -1.597, 2.224], [2.154, 0.033, 3.862], [2.940, 1.301, 2.938], [2.148, -2.150, 3.140], [2.744, -3.862, 1.476], [3.505, -3.174, -0.784], [3.597, -0.775, -1.360], [3.478, 1.535, -0.723], [3.119, 2.017, 0.943], [2.051, 1.140, -2.831], [0.292, 0.990, -3.069], [1.189, -0.319, -2.289], [1.699, 4.062, -1.368], [0.318, 4.290, -0.254], [0.028, 3.784, -1.926], [0.472, -4.934, -2.105], [0.075, -3.657, -1.928], [-0.141, -2.897, -2.988], [-0.036, -3.281, -0.654], [-0.184, -2.060, -0.296], [-0.317, -0.999, 0.160], [0.359, -5.396, -2.989], [0.556, -5.496, -1.277], [-0.013, -3.305, -3.900], [-0.646, -1.987, -2.994]], "mulliken_charge": [1.0363, -0.5802, 1.1058, -0.6215, -0.4874, -0.5075, -0.5037, 0.2300, -0.3064, -0.7124, -0.3606, 0.2388, -0.5541, -0.8891, 0.0557, 0.3549, 0.4319, -1.3668, 0.8864, -1.9000, -2.2992, 1.6233, -0.5240, -0.8245, -0.6736, -0.5770, 0.3764, -1.0102, 0.5227, -1.2368, -1.3515, 0.5049, 0.3631, 0.3517, 0.4577, 0.6228, 0.4033, 0.5621, 0.6575, 0.3583, 0.3768, 0.4526, 0.3957, 0.6975, 0.5648, 0.5662, 0.4321, 0.1665, 0.4114, 0.3362, 0.4704, -0.4239, 0.4311, -0.1276, -0.7131, 0.4688, 0.7904, 0.2114, 0.2611, 0.2415, 0.1332]}

=====

| no. | calculated total energy (a.u.) |
| --- | --- |
| 1 | -5003.142850 |
| 2 | -884.344091 |
| 3 | -1186.654481 |
| 4 | -3224.587216 |